20
Properties=species:S:1:pos:R:3:forces:R:3:mulliken_charge:R:1 method="wB97M-V/def2-TZVPD" total_charge=0 gap_ha=0.365 smiles=NCCNCCN homo_ev=-8.94
N -2.69595 -0.39369 -1.16576 -0.4 1.0 -1.3 -0.579
C -1.32254 -0.77923 -1.37094 0.5 -3.5 -1.1 -0.377
C -0.60875 -0.96706 0.00375 1.1 2.8 -2.2 -0.728
N -0.45719 0.46575 0.54899 -1.2 -1.1 -1.6 -0.306
C 0.64018 0.73882 1.42851 1.5 -0.4 2.0 -0.615
C 2.02930 0.28242 0.81879 -0.3 0.5 0.9 -0.571
N 2.53160 1.21399 -0.29143 -2.6 -2.3 -0.7 -0.666
H -2.91901 -0.05695 -0.26605 0.0 0.6 1.1 0.223
H -2.83716 0.36213 -1.80373 -0.8 0.6 -0.2 0.237
H -0.69932 -0.20385 -2.17497 -1.2 -0.6 1.8 0.263
H -1.58446 -1.82633 -1.85773 1.8 1.4 0.8 0.224
H -1.31343 -1.42480 0.64875 -0.2 -1.4 0.7 0.445
H 0.38057 -1.43181 -0.17380 -0.9 -0.1 0.5 0.319
H -1.37304 0.51387 1.00373 0.9 1.1 0.3 0.250
H 0.45992 0.06906 2.37035 0.8 1.5 -0.9 0.336
H 0.74454 1.87923 1.69655 -0.6 -2.2 -0.4 0.291
H 1.91957 -0.78818 0.64649 -0.1 0.0 -1.2 0.272
H 2.79107 0.16970 1.59364 -0.1 1.0 0.3 0.384
H 1.58044 1.63590 -0.54865 1.9 -0.4 -0.2 0.329
H 2.73366 0.54102 -1.10649 -0.3 1.6 1.3 0.269

20
Properties=species:S:1:pos:R:3:forces:R:3:lowdin_spin:R:1 method="wB97M-V/def2-TZVPD" total_charge=+1 gap_ha="0.387 / 0.190" homo_ev="-13.68 / -13.53" spin_multiplicity=2
C 1.02492 -0.78416 -0.65053 0.0 0.5 -1.5 0.080
N -0.06980 -0.01678 -0.05776 2.6 0.5 1.7 0.670
C -0.06655 1.42351 -0.26347 -0.1 1.1 -0.3 0.068
C -0.10070 2.35716 0.97332 -1.7 -1.9 1.8 0.026
N -1.44176 2.26848 1.63044 0.9 0.2 -1.8 0.023
C 0.93286 -2.27605 -0.49766 -0.8 -1.4 -0.1 0.004
N -0.19920 -2.93006 -1.25556 1.2 1.6 0.6 0.003
H 2.01450 -0.36407 -0.25943 -1.2 -0.2 -0.3 0.047
H 0.95259 -0.55745 -1.72787 0.5 0.2 0.2 0.012
H -0.16355 -0.33842 0.90614 -1.1 0.0 0.2 0.017
H -0.92324 1.63707 -0.93864 0.5 0.2 0.1 0.030
H 0.90201 1.67887 -0.70061 -0.3 -0.3 -0.9 0.012
H 0.59605 1.93849 1.69736 0.8 0.4 -0.1 0.000
H 0.16786 3.37125 0.69361 0.1 0.0 -0.3 0.007
H -1.47962 2.22253 2.63691 0.2 -0.2 -0.1 0.001
H -1.87281 1.49500 1.15362 -1.0 0.0 0.7 -0.001
H 0.83649 -2.55081 0.54425 0.1 -0.1 0.4 0.000
H 1.87565 -2.71731 -0.84695 -0.2 0.2 0.0 -0.001
H -1.06417 -2.75154 -0.75263 -0.1 -0.2 -0.1 0.002
H -0.24589 -2.36170 -2.09853 -0.4 -0.6 -0.4 0.000

Listing M for the structures above in their given order: 103.2 103.2 g/mol.
Listing total energy for the structures above in their given order: -8826.742 -8819.542 eV.
Listing ΔE to the lowest compared entry with this formula, charge and spin for the structures above in their given order: 61.58 33.71 kcal per mole.